Formula: C4H12N2
Source: the OMol25 dataset
Level of theory: ωB97M-V/def2-TZVPD

Output
Kohn-Sham gap = 9.285 eV
ΔE to the lowest compared entry with this formula, charge and spin = 43.7 kcal/mol
spin multiplicity = 1
SMILES = C=CN.CNC
LUMO = 1.10 eV

Last column: Löwdin charge in e.
Geometry (Å):
C  0.9230  -2.9657  0.9597  -0.04
C  0.8762  -1.7169  0.5358  -0.30
N  0.1612  -1.3614  -0.6306  0.04
H  1.2453  -3.2670  1.9462  0.04
H  0.4554  -3.7926  0.4334  0.05
H  1.5156  -0.9214  0.8934  0.09
H  -0.4327  -2.1439  -0.8401  0.08
H  -0.0877  -0.3877  -0.6910  0.02
C  -0.4328  1.5368  0.9498  -0.17
N  -1.0707  1.5685  -0.3324  -0.21
C  -0.2999  2.3700  -1.3047  -0.13
H  -0.6017  2.4942  1.4439  0.08
H  0.6215  1.2491  0.8898  0.06
H  -0.8904  0.7934  1.5986  0.08
H  -1.4335  0.7635  -0.8105  0.08
H  0.6843  1.9326  -1.5199  0.07
H  -0.8891  2.4279  -2.2131  0.07
H  -0.1810  3.3486  -0.8532  0.07

=====

Formula: C6H12O2
Source: the OMol25 dataset
Level of theory: ωB97M-V/def2-TZVPD

Output
Kohn-Sham gap = 11.211 eV
ΔE to the lowest compared entry with this formula, charge and spin = 0.3 kcal/mol
spin multiplicity = 1
SMILES = CC[C@@H](C)CC(=O)O
LUMO = 0.82 eV

Last column: Löwdin charge in e.
Geometry (Å):
C  -0.0429  0.6357  -2.5374  -0.11
C  -0.7854  0.1442  -1.3012  -0.25
C  0.1265  -0.0832  -0.0848  -0.38
C  0.7987  1.2132  0.3331  -0.06
C  -0.7112  -0.7346  1.0310  -0.09
C  0.0700  -0.9387  2.2903  -0.54
O  0.2101  -0.1315  3.1689  0.10
O  0.6406  -2.1658  2.3335  0.09
H  0.8217  -0.0141  -2.7179  0.08
H  -0.6840  0.5676  -3.4140  0.07
H  0.2097  1.6977  -2.4895  0.07
H  -1.3098  -0.7867  -1.5634  0.11
H  -1.5666  0.8414  -1.0049  0.11
H  0.8565  -0.8412  -0.3885  0.14
H  1.5984  1.4835  -0.3661  0.08
H  0.0560  2.0251  0.3246  0.10
H  1.2374  1.1463  1.3333  0.07
H  -1.5951  -0.1378  1.2401  0.13
H  -1.0897  -1.6760  0.6459  0.12
H  1.1590  -2.2452  3.1670  0.14

=====

Formula: C18H15BGaN4O4Se2
Source: the OMol25 dataset
Level of theory: ωB97M-V/def2-TZVPD

Output
Kohn-Sham gap = 8.243 eV
total charge = +1
ΔE to the lowest compared entry with this formula, charge and spin = 6.7 kcal/mol
spin multiplicity = 1
LUMO = -4.28 eV

Last column: Löwdin charge in e.
Geometry (Å):
Ga  -0.2554  0.0671  0.0921  0.39
Se  -2.9678  -1.6960  1.3014  0.75
Se  -1.2477  -2.0969  2.7609  0.75
C  -0.5261  -0.3426  3.1202  -0.59
C  -0.3693  0.0455  4.4408  -0.07
C  0.2531  1.2526  4.7148  -0.01
C  0.7044  2.0379  3.6632  0.00
C  0.5183  1.5844  2.3763  -0.07
N  -0.0902  0.4161  2.1133  -0.01
C  -2.1342  -2.2224  -0.3587  -0.60
C  -2.6788  -3.2530  -1.1033  -0.06
C  -2.0477  -3.6437  -2.2750  0.00
C  -0.8770  -3.0092  -2.6633  0.00
C  -0.3898  -1.9856  -1.8798  -0.05
N  -1.0191  -1.5924  -0.7588  0.00
H  -0.7300  -0.5951  5.2329  0.11
H  0.3797  1.5789  5.7381  0.13
H  1.1974  2.9827  3.8391  0.13
H  0.8774  2.1422  1.5191  0.13
H  -3.5727  -3.7482  -0.7526  0.12
H  -2.4548  -4.4524  -2.8669  0.13
H  -0.3477  -3.3010  -3.5583  0.13
H  0.5127  -1.4449  -2.1347  0.13
B  4.0043  -0.1467  -1.2198  -0.36
C  2.6399  -0.1912  -0.5770  -0.12
N  1.5756  -0.2279  -0.1021  0.16
H  4.7281  -0.9060  -0.6371  0.03
H  4.3641  0.9985  -1.1352  0.03
H  3.7996  -0.4833  -2.3604  0.03
O  -1.9296  1.2603  0.1875  0.00
C  -1.4850  1.8921  -0.8203  -0.51
O  -0.4290  1.4339  -1.3658  0.06
C  -2.1242  3.1225  -1.3108  -0.12
C  -3.3535  3.5376  -0.8006  0.01
C  -3.9325  4.7064  -1.2636  -0.03
C  -3.2891  5.4712  -2.2248  0.03
C  -2.0625  5.0483  -2.7117  -0.11
C  -1.4688  3.8818  -2.2741  0.08
N  -1.3653  5.8663  -3.7215  -0.35
O  -1.9671  6.8165  -4.1754  0.10
O  -0.2500  5.5136  -4.0461  0.10
H  -3.8481  2.9401  -0.0466  0.13
H  -4.8883  5.0270  -0.8735  0.12
H  -3.7184  6.3872  -2.6040  0.13
H  -0.5136  3.5751  -2.6740  0.14

=====

Formula: C38H20AlN13S
Source: the OMol25 dataset
Level of theory: ωB97M-V/def2-TZVPD

Output
Kohn-Sham gap (spin up / spin down) = 5.093 / 4.945 eV
ΔE to the lowest compared entry with this formula, charge and spin = 0.0 kcal/mol
spin multiplicity = 1
LUMO (spin up / spin down) = -1.94 / -2.00 eV

Last column: Löwdin charge in e.
Geometry (Å):
Al  -0.4578  -0.2522  -0.4645  0.14
C  -4.0659  -2.2295  -5.5691  -0.07
C  -3.2926  -3.4004  -5.4673  -0.07
C  -2.3363  -3.5496  -4.4835  0.00
C  -2.1721  -2.4906  -3.5936  -0.10
C  -1.2841  -2.2909  -2.4713  -0.22
N  -0.3757  -3.1953  -2.1106  0.23
C  0.3211  -3.0480  -1.0193  -0.23
C  1.3081  -4.0358  -0.5874  -0.10
C  1.7783  -5.1890  -1.1956  0.00
C  2.7542  -5.9002  -0.5177  -0.06
C  3.2343  -5.4695  0.7270  -0.06
C  2.7522  -4.3195  1.3271  -0.01
C  1.7773  -3.6119  0.6418  -0.13
C  1.0735  -2.3714  0.9518  -0.27
N  1.2178  -1.7486  2.0861  0.22
C  0.5984  -0.5918  2.3161  -0.25
N  -0.1039  0.1687  1.4257  0.16
C  -0.4574  1.3291  2.0724  -0.23
N  -1.1499  2.3491  1.5825  0.22
C  -1.7489  2.2673  0.4261  -0.24
N  -1.8069  1.1746  -0.4107  0.15
C  -2.6137  1.5177  -1.4688  -0.24
N  -2.9737  0.7684  -2.4779  0.22
C  -2.4957  -0.4564  -2.6355  -0.22
N  -1.5106  -1.0741  -1.9016  0.15
C  -2.9365  -1.3335  -3.6954  -0.10
C  -3.9006  -1.1793  -4.6883  0.00
C  -3.0812  2.8885  -1.3129  -0.10
C  -3.9051  3.6748  -2.1071  0.00
C  -4.1490  4.9639  -1.6683  -0.07
C  -3.5923  5.4461  -0.4745  -0.07
C  -2.7783  4.6534  0.3142  0.00
C  -2.5330  3.3619  -0.1327  -0.10
C  0.0265  1.2978  3.4295  -0.11
C  -0.0521  2.2206  4.4732  0.00
C  0.5175  1.8620  5.6769  -0.07
C  1.1403  0.6093  5.8505  -0.08
C  1.2199  -0.3009  4.8179  -0.03
C  0.6593  0.0696  3.5945  -0.13
N  0.2318  -2.0397  -0.0868  0.15
H  -4.8021  -2.1584  -6.3588  0.10
H  -3.4544  -4.1960  -6.1827  0.10
H  -1.7332  -4.4430  -4.4015  0.11
H  1.4020  -5.5041  -2.1588  0.12
H  3.1646  -6.8010  -0.9543  0.10
H  4.0028  -6.0500  1.2202  0.10
H  3.1237  -3.9786  2.2833  0.11
H  -4.4858  -0.2733  -4.7592  0.11
H  -4.3261  3.2911  -3.0257  0.12
H  -4.7791  5.6222  -2.2520  0.10
H  -3.8067  6.4631  -0.1740  0.10
H  -2.3464  5.0195  1.2351  0.12
H  -0.5406  3.1750  4.3340  0.12
H  0.4766  2.5483  6.5126  0.10
H  1.5587  0.3617  6.8175  0.10
H  1.6909  -1.2673  4.9436  0.12
N  0.8618  0.5935  -1.4417  0.21
C  1.5146  1.4775  -1.8672  -0.26
N  2.1640  2.3475  -2.4940  0.12
C  2.6800  3.4243  -1.9289  -0.38
N  3.1193  4.4113  -1.5184  0.11
S  4.0063  -0.9464  -0.0654  0.64
C  3.7474  0.4026  0.8682  -0.86
N  3.6814  0.2717  2.2405  0.06
C  3.5722  1.3066  3.0997  -0.08
C  3.4931  2.5656  2.6033  -0.03
C  3.5000  2.6740  1.1907  -0.11
N  3.6099  1.6670  0.3679  0.08
H  3.7052  -0.6788  2.5820  0.12
H  3.5456  1.0564  4.1496  0.12
H  3.4055  3.4260  3.2461  0.11
H  3.4113  3.6468  0.7153  0.08

=====

Formula: C3H9N5
Source: the OMol25 dataset
Level of theory: ωB97M-V/def2-TZVPD

Output
Kohn-Sham gap = 9.319 eV
ΔE to the lowest compared entry with this formula, charge and spin = 69.6 kcal/mol
spin multiplicity = 1
LUMO = 0.82 eV

Last column: Löwdin charge in e.
Geometry (Å):
C  -1.4379  -0.4319  0.6101  -0.08
N  -0.4887  0.5864  0.2337  -0.22
C  0.8847  0.4151  0.2784  -0.61
C  1.1442  -1.2494  -1.9182  -0.05
N  -1.0443  1.8631  0.0596  0.05
N  1.3297  -0.7978  0.8335  0.08
N  1.7636  1.3290  0.0896  0.10
N  0.2690  -1.9662  -2.1733  0.07
H  -0.6096  2.5266  0.7111  0.09
H  -0.8681  2.1894  -0.8988  0.09
H  0.8387  -1.1233  1.6545  0.08
H  2.3304  -0.7728  0.9631  0.09
H  1.4188  2.1593  -0.3736  0.01
H  -0.4790  -2.6337  -2.1601  0.08
H  -1.6075  -0.4625  1.6820  0.08
H  -2.3758  -0.2190  0.1036  0.08
H  -1.0682  -1.4122  0.3048  0.06

=====

Formula: C2H7N3OS
Source: the OMol25 dataset
Level of theory: ωB97M-V/def2-TZVPD

Output
Kohn-Sham gap = 8.871 eV
ΔE to the lowest compared entry with this formula, charge and spin = 62.5 kcal/mol
spin multiplicity = 1
SMILES = CONC(=S)NN
LUMO = 0.56 eV

Last column: Löwdin charge in e.
Geometry (Å):
C  2.5681  -0.3677  -0.2660  -0.15
O  1.7256  0.7380  -0.1644  -0.22
N  0.6131  0.5005  0.6737  -0.02
C  -0.4668  -0.0541  -0.0382  -0.81
S  -0.5044  -0.6896  -1.5768  0.62
N  -1.7210  0.0406  0.6310  -0.13
N  -1.7468  0.4945  2.0147  -0.01
H  3.4690  0.0532  -0.8570  0.12
H  2.0347  -1.1947  -0.8122  0.05
H  2.9159  -0.7923  0.6964  0.08
H  0.3553  1.2556  1.3995  0.17
H  -2.6195  0.0492  0.1745  0.11
H  -2.3004  1.3504  1.9316  0.08
H  -2.2152  -0.3096  2.6011  0.13

=====

Formula: C5H6N
Source: the OMol25 dataset
Level of theory: ωB97M-V/def2-TZVPD

Output
Kohn-Sham gap = 10.975 eV
total charge = +1
ΔE to the lowest compared entry with this formula, charge and spin = 110.5 kcal/mol
spin multiplicity = 1
SMILES = C#C[N@H+]1CC1=C
LUMO = -3.75 eV

Last column: Löwdin charge in e.
Geometry (Å):
C  -2.2048  1.3317  0.9682  0.21
C  -1.2766  0.5758  1.0098  -0.13
N  -0.1762  -0.2173  0.9689  0.03
C  -0.0630  -1.3644  0.0350  -0.01
C  0.7003  -0.2735  -0.4966  -0.04
C  1.3591  0.6333  -1.1272  0.15
H  -3.0447  1.9652  0.9731  0.05
H  0.3983  -0.2081  1.8090  0.20
H  -0.9918  -1.6275  -0.4705  0.16
H  0.4609  -2.2304  0.4332  0.15
H  1.8333  0.3932  -2.0686  0.11
H  1.4812  1.6474  -0.7785  0.11

=====

Formula: C45H62Cl4CsN2O6P3Si
Source: the OMol25 dataset
Level of theory: ωB97M-V/def2-TZVPD

Output
Kohn-Sham gap = 2.595 eV
total charge = -2
ΔE to the lowest compared entry with this formula, charge and spin = 0.0 kcal/mol
spin multiplicity = 1
LUMO = 2.07 eV

Last column: Löwdin charge in e.
Geometry (Å):
Cs  -5.5246  18.9004  8.3457  0.84
C  -7.6358  20.7355  4.8646  -0.14
C  -7.6197  19.7029  3.7268  -0.56
C  -8.9993  19.1337  3.6600  -0.14
P  -6.0769  18.6833  3.9688  1.08
C  -6.6227  17.0869  3.0932  -0.57
C  -7.5107  16.2012  3.9237  -0.13
C  -5.3485  16.3137  2.6605  -0.13
C  -4.9117  19.5864  2.8438  -0.37
C  -5.3060  19.6818  1.5114  -0.14
C  -4.8092  20.6551  0.6220  -0.11
C  -3.7195  21.4174  1.0070  -0.09
C  -3.2000  21.2918  2.3510  -0.09
C  -3.7181  20.3442  3.2271  -0.31
Si  -2.7287  19.9762  4.8022  0.64
C  -1.3034  21.2248  4.9213  -0.37
C  -0.1375  20.9863  4.2119  -0.15
C  0.7737  22.0371  3.9728  -0.11
C  0.4336  23.3416  4.2223  -0.12
C  -0.7079  23.6124  4.9878  -0.13
C  -1.5500  22.5744  5.3292  -0.41
P  -2.9737  22.9009  6.4394  1.08
C  -3.8657  24.2144  5.4105  -0.55
C  -5.1554  23.5332  4.9581  -0.15
C  -4.2242  25.4512  6.2093  -0.15
C  -2.1127  23.8918  7.7488  -0.59
C  -0.8261  23.2138  8.2432  -0.13
C  -3.1031  23.9266  8.9217  -0.15
C  -1.8490  18.3477  4.5164  -0.35
C  -2.0246  17.5902  3.3788  -0.13
C  -1.8681  16.2171  3.4341  -0.13
C  -1.5397  15.6197  4.6232  -0.13
C  -1.0605  16.3574  5.7294  -0.10
C  -1.1639  17.7725  5.6336  -0.38
P  -0.5563  18.9052  6.9524  1.11
C  1.3576  18.4690  6.8922  -0.52
C  2.0927  19.1568  5.7162  -0.11
C  1.6653  17.0014  6.8917  -0.17
C  -1.2342  18.2260  8.5771  -0.52
C  -0.0779  17.8874  9.5400  -0.13
C  -2.2504  17.0701  8.5732  -0.13
H  -8.0119  21.6844  4.5732  0.07
H  -6.6658  20.9700  5.2717  0.04
H  -8.2026  20.4381  5.7523  0.08
H  -7.4639  20.3245  2.8021  0.11
H  -9.3322  18.7321  4.6289  0.08
H  -9.1642  18.3330  2.8747  0.08
H  -9.6526  19.9570  3.4430  0.07
H  -7.1437  17.4126  2.1712  0.09
H  -7.2566  16.2787  4.9665  0.04
H  -7.2523  15.1972  3.6149  0.07
H  -8.5339  16.3773  3.7339  0.04
H  -4.9161  15.7904  3.5537  0.08
H  -4.5793  17.0081  2.2409  0.05
H  -5.6296  15.5704  1.8556  0.08
H  -6.0923  19.0062  1.1748  0.09
H  -5.2492  20.7770  -0.3772  0.09
H  -3.2982  22.1735  0.3858  0.07
H  -2.3330  21.8823  2.6199  0.09
H  0.0178  19.9687  3.8005  0.09
H  1.7701  21.8687  3.5057  0.10
H  1.0734  24.1619  3.9516  0.08
H  -0.9505  24.6434  5.3514  0.11
H  -3.1595  24.4665  4.5853  0.10
H  -5.9136  23.5543  5.7130  0.06
H  -5.0556  22.4519  4.7613  0.04
H  -5.5872  24.0259  4.0612  0.09
H  -4.8478  25.1640  7.0898  0.07
H  -4.9362  26.0808  5.5258  0.11
H  -3.3997  26.0788  6.5388  0.05
H  -1.8066  24.9049  7.3989  0.09
H  -0.9782  22.3686  8.9364  0.08
H  -0.2682  23.9877  8.8348  0.08
H  -0.1372  22.9500  7.4666  0.04
H  -3.1867  22.9526  9.4194  0.07
H  -4.1181  24.2058  8.6024  0.05
H  -2.7754  24.6570  9.6799  0.08
H  -2.3519  17.9750  2.3969  0.11
H  -2.1037  15.5751  2.5837  0.10
H  -1.6154  14.5648  4.7583  0.07
H  -0.6026  15.8384  6.5722  0.08
H  1.6916  18.8983  7.8391  0.07
H  1.4339  19.3149  4.8578  0.03
H  2.9223  18.5204  5.4146  0.06
H  2.4555  20.1491  5.9736  0.07
H  1.5856  16.5455  5.9014  0.07
H  0.8956  16.4467  7.5034  0.05
H  2.6965  16.7598  7.2538  0.08
H  -1.7070  19.1466  9.0083  0.09
H  0.4441  16.9924  9.1824  0.05
H  -0.4604  17.7708  10.5591  0.06
H  0.6962  18.6684  9.5410  0.06
H  -1.7673  16.1545  8.3558  0.05
H  -2.9540  17.2340  7.7494  0.02
H  -2.8289  17.0120  9.5052  0.07
O  -8.3695  22.6320  9.7346  -0.02
C  -7.2927  21.9456  9.5512  -0.59
O  -6.7113  21.6402  8.5302  -0.06
C  -6.6913  21.4395  10.7987  -0.21
C  -7.1139  22.1094  12.0155  0.02
C  -6.6409  21.6524  13.2357  -0.07
C  -5.7685  20.5692  13.2195  -0.02
C  -5.4677  19.9272  12.0084  -0.16
N  -5.9335  20.3924  10.8273  0.06
C  -4.4837  18.7580  12.0901  -0.66
O  -3.5164  18.8345  12.8847  -0.05
O  -4.6940  17.8543  11.2550  -0.10
H  -8.7350  23.0470  8.7600  -0.18
H  -7.7718  22.9555  11.9362  0.10
H  -6.8875  22.1530  14.1538  0.09
H  -5.3552  20.0530  14.0771  0.11
O  -5.0106  16.0294  6.5646  -0.13
H  -5.5966  15.6725  7.2751  -0.01
H  -4.4491  15.3047  6.3278  0.02
O  -1.0526  17.4926  12.8610  -0.11
H  -0.5383  17.6697  13.6494  0.00
H  -1.8853  18.0620  12.9612  0.02
Cl  -9.4433  23.7740  7.4553  -0.23
Cl  -10.8939  14.9506  8.1178  0.59
C  -9.4032  15.1514  9.1143  -1.40
Cl  -8.6742  13.6030  9.8056  0.58
Cl  -9.7025  16.5874  10.3137  0.56
C  -8.2374  15.7324  8.3588  -0.35
N  -7.3956  16.2640  7.7159  0.16

=====

Number 1: E -7321.1320 eV. Number 2: E -10512.2960 eV. Number 3: E -216798.2568 eV. Number 4: E -76541.5688 eV. Number 5: E -10705.0281 eV. Number 6: E -19537.1320 eV. Number 7: E -6760.3842 eV. Number 8: E -149318.1756 eV.